*P*
The following is a DFT calculation (wB97M-V/def2-TZVPD) of a cluster of 2 separate species, C9H14 in total.

total charge: 0
HOMO-LUMO gap: 9.88 eV
2S+1: 1
HOMO: -8.89 eV
lowest unoccupied orbital energy: 0.9821 eV
SMILES: Cc1ccccc1.CC

Element x y z (Å)
C (-0.469, -3.737, 0.081)
C (-0.122, -2.295, 0.091)
C (0.426, -1.816, 1.293)
C (1.165, -0.663, 1.302)
C (1.379, 0.099, 0.140)
C (0.521, -0.205, -0.914)
C (-0.275, -1.361, -0.909)
H (0.351, -4.330, -0.317)
H (-1.254, -3.974, -0.698)
H (-0.812, -4.129, 1.031)
H (0.190, -2.380, 2.196)
H (1.554, -0.322, 2.259)
H (2.005, 0.981, 0.054)
H (0.501, 0.477, -1.755)
H (-0.897, -1.532, -1.793)
C (-0.357, 3.880, -0.742)
C (-1.578, 4.470, -0.067)
H (0.455, 3.583, -0.080)
H (-0.535, 2.948, -1.282)
H (0.036, 4.547, -1.501)
H (-2.181, 3.714, 0.438)
H (-2.145, 5.058, -0.804)
H (-1.395, 5.228, 0.698)

*Q*
The following is a DFT calculation (wB97M-V/def2-TZVPD) of a cluster of 2 separate species, C9H14 in total.

total charge: 0
HOMO-LUMO gap: 10.08 eV
2S+1: 1
HOMO: -9.05 eV
lowest unoccupied orbital energy: 1.0287 eV
SMILES: Cc1ccccc1.CC

Element x y z (Å)
C (-0.334, -2.580, 0.569)
C (0.723, -1.544, 0.224)
C (0.667, -0.741, -0.903)
C (1.704, 0.179, -1.068)
C (2.628, 0.452, -0.069)
C (2.663, -0.376, 1.047)
C (1.702, -1.383, 1.206)
H (-0.100, -3.154, 1.458)
H (-0.702, -3.233, -0.214)
H (-1.234, -2.023, 0.899)
H (-0.153, -0.897, -1.589)
H (1.741, 0.687, -2.026)
H (3.419, 1.161, -0.269)
H (3.419, -0.308, 1.819)
H (1.592, -1.814, 2.190)
C (-1.966, 1.407, -0.918)
C (-2.523, 2.457, 0.039)
H (-2.633, 1.122, -1.723)
H (-1.027, 1.776, -1.344)
H (-1.592, 0.602, -0.282)
H (-1.722, 2.993, 0.556)
H (-3.111, 2.031, 0.854)
H (-3.161, 3.185, -0.457)

*R*
The following is a DFT calculation (wB97M-V/def2-TZVPD) of a cluster of 2 separate species, C9H14 in total.

total charge: 0
HOMO-LUMO gap: 9.81 eV
2S+1: 1
HOMO: -8.78 eV
lowest unoccupied orbital energy: 1.0291 eV
SMILES: Cc1ccccc1.CC

Element x y z (Å)
C (2.883, 0.637, -2.109)
C (1.851, 0.722, -1.054)
C (0.861, 1.812, -1.089)
C (-0.215, 1.705, -0.297)
C (-0.324, 0.726, 0.729)
C (0.593, -0.330, 0.815)
C (1.684, -0.282, -0.092)
H (3.410, -0.224, -2.198)
H (3.677, 1.320, -1.996)
H (2.504, 0.939, -3.173)
H (0.955, 2.661, -1.754)
H (-1.124, 2.265, -0.582)
H (-1.244, 0.667, 1.411)
H (0.555, -1.126, 1.600)
H (2.357, -1.156, -0.133)
C (-3.291, -1.285, 1.770)
C (-2.829, -2.633, 1.092)
H (-3.696, -0.726, 0.940)
H (-4.045, -1.580, 2.446)
H (-2.404, -0.700, 2.176)
H (-3.730, -3.144, 0.608)
H (-2.174, -2.329, 0.274)
H (-2.326, -3.293, 1.787)

Which is most stable? The ranking, best first, is *Q*, *P*, *R*.